Formula: C31H87N7O9
Source: OMol25
Level of theory: the ωB97M-V functional and the def2-TZVPD basis

The value obtained for the HOMO energy is -9.036 eV. The structure (SMILES) is COC[C@H](C)N.COC[C@H](C)N.COC[C@H](C)N.COC[C@H](C)N.COC[C@H](C)N.COC[C@H](C)N.COC[C@H](C)N.CCO.CO. As for the LUMO energy: 0.1 eV. The HOMO-LUMO gap is 0.3370 Ha. The calculation puts the electronic energy at -2293.36850 Eh.

```
! wB97M-V def2-TZVPD RIJCOSX def2/J DEFGRID3
* xyz 0 1
H 0.1796 -0.2886 2.5585
H 1.1311 -4.8352 4.9783
O 3.0453 -0.3669 9.2121
H 0.0676 7.1556 4.6467
H 1.3364 -2.0463 -2.4642
H -4.2172 -1.9202 -5.6496
H 3.3444 0.3791 11.3931
H 1.0587 2.5855 0.3346
H -0.2218 2.4009 -0.7712
C 3.9000 2.5060 10.1584
H -6.6325 2.7595 0.6288
O 0.2713 9.1700 5.9608
H 3.8308 3.0778 9.2330
C 3.8997 -0.2326 8.0714
H -2.0928 -5.8031 -2.8433
H 1.5331 3.4699 -6.8359
C 5.0640 -6.0815 -9.2121
H 5.5696 -5.1936 -8.8325
H -0.9142 -5.3251 -4.0017
H 2.1123 0.5275 0.1309
H -2.1650 -2.0265 5.8892
H 4.4180 -5.5939 -6.5692
H 3.2873 -7.2459 -8.7943
H -4.9501 2.3220 0.9427
H -0.5071 1.2695 -6.2487
H 1.7954 2.2782 -5.4983
N 1.0168 -5.5948 4.3225
H -0.6708 5.5096 6.1468
H 4.5863 1.6840 9.9549
C 1.8268 -1.2779 -1.8666
C 1.0639 2.7983 -6.1168
H -2.1345 -3.5062 6.7714
C -3.1674 6.3653 -3.9955
H 1.8607 0.4792 11.7744
C 2.5961 1.7982 10.5241
H 1.8072 2.5304 10.6959
H -1.9298 -6.5854 -4.4917
N 2.6797 1.0674 11.7165
H -1.4495 -3.4290 -5.2798
O -6.1554 2.1217 3.1950
H 5.0024 -8.6978 -4.8766
C -3.2378 -3.4401 -3.6698
C 1.2576 -0.1471 0.1808
H 1.5068 10.9754 6.4200
C 4.7158 -7.7066 -5.2279
H 1.5415 1.1939 -8.2013
C -1.3437 -5.0039 4.6981
H -0.7679 7.0326 6.9849
H -2.3541 7.0817 -4.1118
O -4.6217 -2.9756 -3.8227
H 2.0961 8.3189 6.4653
C -5.9180 3.3674 2.5948
C -0.3787 -6.7102 2.8281
H -0.1478 -4.5842 2.9810
H -4.5919 -0.9787 -4.2452
H -3.3208 -3.2365 5.4310
H 4.6519 0.5539 8.1323
N 1.8439 5.8803 5.1584
H 1.6963 -0.8797 0.8582
O -4.2641 6.9390 -4.7154
H -2.2867 -5.3684 4.2905
H 5.6424 -6.9902 -9.0454
H -1.4226 3.2208 -7.4825
C -0.2587 -5.4370 3.6506
C -1.9474 -5.6612 -3.9141
H 0.3184 3.3215 -5.5181
H 5.6716 -7.2039 -5.0800
H 1.4327 4.9953 4.8980
N 1.0086 0.7743 -7.4529
H -0.8848 0.2851 0.4601
H 0.4239 5.9013 7.4149
C -0.8220 2.4601 -7.9812
H -1.2946 -6.9242 2.2772
H -3.3497 -3.7846 -2.6417
C 0.1420 1.8095 -6.9380
C -5.7281 3.0535 1.1614
H 1.9996 -5.6418 -8.4647
H 4.5025 -1.1270 7.9142
H 0.0285 11.2666 6.4578
H -3.0840 2.9844 -9.1175
H -2.6574 -3.6103 -6.3350
C 2.1622 0.7644 9.4321
H -5.5748 3.9356 0.5398
H 2.2983 6.1042 4.2846
H -3.7230 -5.1285 -5.1220
C -2.2941 -3.1024 5.7716
C 0.0425 2.1972 0.2665
H 4.9335 -6.0995 -10.2941
H -0.6142 1.0561 2.6656
H 1.1814 0.3549 9.6740
O 0.9483 -0.5451 -1.1712
H -6.6913 4.1122 2.7830
H -5.8951 -1.8352 -4.9958
C 0.0788 0.6588 0.8064
H -4.9197 7.3132 -4.1223
C -0.0663 6.3273 6.5395
N 2.8180 -5.2646 -8.9209
H 0.9551 -6.4214 4.8996
O -1.2320 -3.6151 4.9184
H -2.5501 -2.5958 -3.6223
C 0.7910 6.8963 5.4197
H -3.8492 1.5833 -8.7103
N 0.2066 0.6647 2.2261
H 4.2287 3.1498 10.9743
H 0.3243 0.1549 -7.8629
H 3.9809 -7.4107 -4.4792
O -1.7170 1.5187 -8.4864
C 3.7393 -6.2820 -8.5606
C -2.9297 1.9083 -9.1971
C 1.3778 8.2992 5.6457
H 1.8700 8.7347 4.7761
H -0.4633 2.7855 1.0321
H -6.3870 2.3107 4.1073
H 0.3710 -6.7325 2.0371
H 2.3730 -0.6641 -2.5828
H 3.0522 -4.3147 -8.6699
H -4.9695 3.8006 2.9125
H 0.6683 10.9849 4.8605
H -2.8597 5.3795 -4.3439
H -0.3154 -7.5337 3.5393
C -4.8355 -1.9125 -4.7520
C 3.8713 -6.4375 -6.9905
H 2.5497 -1.8167 -1.2541
H 2.0799 1.4539 8.5919
H -3.0657 1.7298 -10.2637
O 4.3034 -7.6630 -6.5392
C -2.8905 -4.6450 -4.6109
N -2.0340 -4.1212 -5.7263
H -1.3663 -5.6964 5.5395
H -0.2611 2.8325 -8.8384
H -3.4321 6.2563 -2.9438
H 2.9538 -6.1910 -6.4562
C 0.6477 10.5851 5.8744
H 3.2553 -0.0336 7.2151
*
```

=====

Formula: C31H88N18O15
Source: OMol25
Level of theory: the ωB97M-V functional and the def2-TZVPD basis

The value obtained for the HOMO energy is -7.989 eV. The structure (SMILES) is COCCNCCOC.COCCNCCOC.COCCNCCOC.COCCNCCOC.NC(N)=O.NC(N)=O.NC(N)=O.NC(N)=O.NC(N)=O.NC(N)=O.NC(N)=O. As for the LUMO energy: 0.4 eV. The HOMO-LUMO gap is 0.3089 Ha. The calculation puts the electronic energy at -3348.23507 Eh.

```
! wB97M-V def2-TZVPD RIJCOSX def2/J DEFGRID3
* xyz 0 1
H 1.1031 3.8563 -0.8561
C -1.3600 -5.0027 1.6990
N -0.9006 -3.7226 1.7441
H -3.0306 0.5061 -1.9403
H 2.3567 1.6319 -1.4067
H 1.2283 2.3714 -3.7579
H -0.3287 0.1911 -3.5205
C 2.9498 -2.7770 2.7754
H -1.6335 1.2886 0.4385
H -5.0839 -4.8197 -5.3524
C 3.4860 3.2248 2.2922
H -5.5754 -3.6052 1.2672
C 8.1900 1.5443 4.0885
H -5.2698 -0.1659 -2.2126
N -4.4671 3.3318 2.8117
H -4.8305 1.5269 -2.9776
C 3.1570 -0.0898 -5.5294
O 0.5373 0.2479 0.7213
H 1.5051 -1.7541 1.0974
H 0.5175 0.0891 -1.9762
C -4.7697 0.3890 -3.0028
C -2.3077 -1.7488 -4.2807
C 1.9286 -2.2965 -0.7306
C 1.2149 5.8911 -2.5196
H -2.7437 -4.8557 -0.0300
C 7.0212 4.4455 2.9367
C 3.1343 -2.7696 1.2650
H -0.5721 4.4562 -1.2849
O 1.9252 0.2637 -4.9631
H -1.6290 -2.6021 -4.0753
N -0.5829 -5.9787 1.2564
H 7.2416 4.5407 1.8632
H -0.5769 -4.7023 -1.9099
N -3.2764 -1.2052 4.8031
H 7.7767 3.7736 4.8811
C 1.5338 3.9606 3.3305
N 1.8173 -2.6158 0.6703
H -1.4698 -2.9648 1.9606
O -3.6495 -3.5250 -5.0021
H -0.4319 0.9710 3.6064
H 0.9121 -1.9651 -1.0804
C -5.7442 0.4281 0.7023
H -3.0848 -0.2502 4.4642
H -4.0065 -0.1219 1.7688
N 2.6143 1.4909 -0.4637
N -6.5316 -0.3364 -0.0669
H -7.2508 0.2569 -4.1635
H -4.8190 2.6354 2.1360
C 4.8670 3.8531 1.9770
C -3.2724 0.1689 -2.9457
H -2.7087 -2.4097 -6.2775
H 2.1131 -3.5529 3.0745
N -1.4094 1.3054 1.3967
C -3.2106 -2.2638 -5.3488
H 3.9119 -3.0069 3.2598
C -0.2504 2.5833 -2.1992
H 0.8920 -0.1942 3.0487
H 8.2274 1.7047 5.1682
H -2.6896 3.5656 5.4094
H 2.7146 0.0410 -3.0975
C 8.1192 3.8821 3.8257
H 3.6255 -3.6627 0.8737
N -3.2077 3.9519 4.6349
H 2.0994 5.8721 -1.7682
H 2.5947 -1.4376 -0.9949
N -3.1661 -4.1825 -0.6202
H 4.0682 0.1771 -4.9441
H 1.9094 1.1846 0.2251
H 3.1800 -1.1374 -5.5480
H -6.3704 1.7358 -4.7254
H 3.0595 0.1698 4.0675
C 0.2807 -4.1618 -2.3596
H -7.3388 0.0547 -0.4719
H 0.3622 6.3817 -2.0287
H -6.2536 -1.2634 -0.2597
N 0.8704 1.8852 -2.9184
H 7.1612 1.3672 3.8388
C -4.2552 -3.5062 -0.2369
H -4.6869 4.3010 2.6055
O 2.4153 -1.5955 3.3317
H 1.0779 4.7765 3.8961
H 3.2440 0.3683 -6.5299
H -2.8008 0.6889 -3.7409
H -1.5875 -0.9459 -4.6438
O 0.8009 4.5740 -2.7771
H 8.9518 4.6098 3.9074
H 5.5999 2.0694 -0.8334
O -2.5189 -1.9044 2.8505
O -2.4695 -5.2805 2.1411
N 5.7958 3.6465 3.0437
H 2.8377 3.2007 1.3410
H 4.2135 2.6725 -1.5423
C 1.7785 -0.1942 -3.6796
H 5.2818 3.9408 3.9106
H 1.7178 -1.2927 -3.6081
H 3.6546 2.1808 2.5637
H -6.4877 0.3345 -5.7625
N -3.1349 -3.5437 4.3491
C -4.7354 -3.9185 -5.8310
H 1.2799 2.9626 3.6986
H -4.5174 -4.0546 -6.9844
H -2.6063 -3.9482 -1.4125
O 8.6010 2.6444 3.3415
H -3.3862 -1.4271 5.7678
N -4.5191 -0.1683 0.8654
H -3.0448 -4.2479 3.5832
C -6.4134 0.6302 -4.7887
N -2.8270 -1.2598 -3.0314
H -0.5668 1.9414 -1.3414
N -4.6145 -3.8116 1.0129
H 0.4986 -4.5142 -3.3731
C -3.6387 2.9726 3.8006
H -0.8303 -6.9394 1.3198
H 3.2974 -3.9142 -1.1516
H -5.5790 -3.2106 -5.8198
H -4.4949 -1.0410 0.3762
H -2.0982 1.4945 2.1011
N 4.6440 1.9494 -1.0601
C 0.5953 0.4444 -3.0308
H 0.9904 4.0725 2.3218
C -0.2586 0.5885 1.6514
H 0.0201 -3.1391 -2.3150
H -3.4339 -1.8943 -2.5606
H 6.8371 5.4590 3.3717
H 8.7591 0.6640 3.7675
H 0.0466 -3.5034 1.3819
H 4.1122 -1.1823 4.2392
O 1.4402 -4.5406 -1.5866
H 4.6629 4.9155 1.7287
H 2.5369 -3.1362 -2.5901
H -4.0526 -4.5316 1.5476
O 4.4020 0.6295 0.6853
H 0.3852 -5.8149 1.0719
H 5.1873 3.2412 1.1425
C 3.8873 1.2969 -0.1945
C 2.3804 -3.4834 -1.5835
C -2.8887 -2.2171 3.9734
O 2.9183 4.0553 3.2566
H -4.1430 -1.6316 -5.4967
O -5.2685 -0.0585 -4.2698
H 3.7861 -1.9166 1.0128
C 0.3233 3.9257 -1.6285
O -4.8909 -2.6384 -0.8970
H -3.7563 4.8158 4.5318
H 1.5444 6.3789 -3.4091
H -3.5038 -3.7831 5.2371
H -1.1427 2.7702 -2.8151
H 3.8739 -0.1977 2.6299
C 3.4894 -0.6432 3.5399
O -3.1126 1.8371 3.8785
N 0.0023 0.3362 2.9238
O -6.0091 1.5919 1.0559
*
```

=====

Formula: C31H88N18O15
Source: OMol25
Level of theory: the ωB97M-V functional and the def2-TZVPD basis

The value obtained for the HOMO energy is -8.168 eV. The structure (SMILES) is COCCNCCOC.COCCNCCOC.COCCNCCOC.COCCNCCOC.NC(N)=O.NC(N)=O.NC(N)=O.NC(N)=O.NC(N)=O.NC(N)=O.NC(N)=O. As for the LUMO energy: 0.4 eV. The HOMO-LUMO gap is 0.3144 Ha. The calculation puts the electronic energy at -3348.17584 Eh.

```
! wB97M-V def2-TZVPD RIJCOSX def2/J DEFGRID3
* xyz 0 1
H 3.3652 -7.9351 -0.1841
O 1.9438 -5.0131 -2.7474
H 0.3697 1.0594 3.0930
H -2.8221 -0.7245 -4.6434
H -0.4191 -5.0336 2.2845
C -4.7229 -2.2373 1.3374
H 4.1363 2.4068 -2.9064
N -5.0742 3.5289 1.2884
H 4.4659 -4.8448 -1.5719
N -3.5140 3.3399 3.0021
H 1.8082 -8.2955 1.7466
H -5.2615 1.2891 -0.4266
H -2.5874 3.3750 3.3416
C -0.3531 4.1734 2.1470
C 1.7402 -4.6648 -4.1001
C 4.4113 4.5105 -2.7621
H 5.1361 1.0903 1.2476
H -6.0854 -5.1277 0.7146
H 3.6998 3.8561 -0.9803
N 3.8455 4.6671 -1.5623
H -2.5969 6.0467 -4.0752
H -0.6966 1.0775 -1.8282
C -0.8012 -0.5690 3.1826
H -2.1438 -2.1021 2.6849
C 3.0517 -7.1378 0.4862
O 1.3790 -6.2536 1.9354
C -3.1363 5.9026 -1.1884
H -4.2336 3.6684 3.6389
H 2.1042 1.4559 -1.6480
O -0.5637 4.1409 3.5543
H -0.6013 -6.2990 1.0825
O 3.7302 2.3180 0.0960
C -3.7913 3.1278 1.6379
H 4.1550 0.8157 6.4547
N 1.4019 -0.6830 5.7790
H 0.4404 -0.2753 5.5800
O -1.1695 -0.5181 4.3740
H -6.2936 0.2683 -1.5516
O 3.6980 -2.8709 0.9208
H 2.1000 1.7742 1.3694
H -3.3056 0.9487 -4.6607
H 3.4380 -6.2099 -3.5477
O -5.4603 -3.2538 0.6603
O -3.6297 6.5165 -2.3508
H -1.2110 -1.5184 1.4015
H 0.9467 -5.3767 -4.4987
N 3.0313 -5.7854 -0.2159
H -1.1684 5.6111 -2.0117
H -3.7235 6.3131 -0.3841
C -5.1747 -0.8750 0.8272
H 0.6605 3.5810 -2.4857
C 0.3081 4.9477 4.3503
H 0.3948 0.0179 1.6669
C 4.9227 2.1624 0.9477
H -4.4690 -5.0267 0.9323
C -1.1779 -0.9878 -1.5651
N 0.1031 0.2041 2.6223
C -3.5257 5.8342 -3.5624
N 5.1736 -0.7514 -0.7026
H 3.8229 5.5489 -1.1240
H 0.6518 4.0500 1.8913
O 2.1820 1.3987 5.0978
H 2.7012 -3.4271 3.8225
H 3.8111 -0.7777 6.7109
N 4.2795 3.2987 -3.4037
N 0.6875 0.3199 -0.4912
O 4.5497 0.2291 -2.7088
C -0.9516 5.3734 1.3887
H -5.4716 -4.4413 2.3183
H 3.3222 -2.1430 -0.9856
H 4.2455 -3.6088 3.1554
H 2.6230 -4.7215 -4.7195
H -1.1874 -3.7452 -1.4043
H -0.4787 -6.7656 2.7591
N 3.6417 0.0350 6.1656
H -0.1045 4.7880 5.3319
H -3.5096 1.5816 -2.0249
C 2.9411 -2.7994 1.8447
H 0.9054 -7.5602 0.4259
H 3.0076 0.4178 0.8097
C 3.8705 -5.7746 -1.4658
H 1.0799 2.3868 -0.5323
H 2.3417 -6.9674 -2.3883
H 1.3121 4.6021 4.2865
H -1.5601 3.9311 -0.0156
C -0.6295 0.3827 -1.0482
O -4.1344 -0.1131 -3.0985
H -0.8447 3.2749 1.7997
C 1.6999 -7.3955 1.1392
H 5.8178 0.0474 -0.6103
N 3.4746 -1.6803 -1.8781
H -1.2036 6.8770 -0.7476
H 4.9262 2.7293 1.8883
C 2.6166 1.3944 0.4584
H 2.6890 -1.7304 -2.5112
H -1.3037 0.6505 -0.2476
H 4.7760 -1.2317 0.0729
H -5.6917 4.0432 1.8355
O -3.0456 2.5235 0.8221
N 0.8704 3.2370 -3.4340
H -1.9108 5.7126 1.7997
H 4.9353 3.1906 -4.1570
H 0.8002 -2.5705 2.1514
C 2.3879 0.3153 5.6643
H 0.1627 5.9880 4.0771
H 1.5021 -2.3964 0.6228
C -0.0465 -6.0823 2.0322
H -4.2831 6.2178 -4.2102
H -2.1729 -0.6983 -1.9125
C -5.2926 0.5349 -1.1715
H -1.9915 -3.5547 0.2372
H -0.6659 -1.4772 -2.3829
H 1.2076 -0.4970 -0.7896
H -2.7992 -2.9596 -1.1031
O -1.1539 -1.8581 -0.4220
N -1.2722 -1.6963 2.3910
H 4.5517 -6.6150 -1.5108
H -5.0676 -2.2840 2.4040
H 1.5625 1.6734 -5.0787
H -6.2601 -0.6233 0.8570
C -0.0445 2.4638 -4.1152
H 3.2671 -4.9366 0.2877
N 3.3047 -3.2590 3.0734
H -4.9985 1.7891 -2.9969
C -1.5646 5.8484 -1.0066
H -3.3754 4.7650 -1.2887
H -5.3877 3.1118 0.3484
C 2.8582 -6.0881 -2.6126
C -4.3928 1.0615 -2.3438
H -4.7424 -0.1549 1.5367
N 0.5624 1.7071 -5.0450
C -3.0274 0.1541 -4.0271
H 0.0272 1.1089 -5.6386
N -1.1100 4.8674 0.0302
O 4.9367 5.4770 -3.2571
H -3.6445 -2.2884 1.2857
H 3.8113 -7.0865 1.2783
H 1.8555 3.2336 -3.5781
C -5.3808 -4.5128 1.2602
C -1.7837 -3.1109 -0.7311
C 1.6571 1.4642 -0.6563
N 1.6057 -2.3790 1.6127
C 4.4177 -0.6143 -1.8505
H -4.9135 -1.4387 -1.1856
O -1.2652 2.4686 -3.9066
H -2.1061 0.3908 -3.4969
H 1.3808 -3.6277 -4.1167
H 5.7635 2.5509 0.3946
H 1.6834 -1.3626 6.5283
N -4.7089 -0.6943 -0.5756
H -0.2158 6.1711 1.3411
H -3.6416 4.7036 -3.4577
*
```